[1]
A 5-piece molecular cluster, C27H62ClN4O6S2 overall, computed with the ωB97M-V functional and the def2-TZVPD basis.

Calculated values
M ... 638.4 g/mol
Orbital gap ... 0.2911 hartree
Total charge ... -1
Highest occupied orbital energy ... -5.74 eV

Positions of all 102 atoms, in Å:
O 1.321 -3.803 -0.781
C 0.521 -2.724 -1.004
O 0.899 -1.352 -0.591
C -0.939 -3.099 -1.728
S -0.840 -4.024 -3.378
O -1.554 -3.925 -0.636
S -3.175 -3.349 -0.580
O -3.806 -3.553 0.844
O -3.839 -4.255 -1.686
O -2.815 -1.708 -1.024
C -1.812 -1.733 -2.140
Cl -2.884 -1.847 -3.684
H -0.724 -5.405 -3.093
H -1.150 -0.739 -2.102
C 1.081 3.371 4.915
C 0.593 2.038 4.354
N 0.901 1.845 2.934
C 0.185 0.714 2.334
C 0.507 -0.683 2.853
C 2.309 1.965 2.553
C 3.310 1.041 3.239
H 0.701 4.212 4.327
H 0.725 3.494 5.944
H 2.174 3.428 4.942
H -0.497 2.021 4.485
H 0.997 1.226 4.970
H 0.331 0.729 1.246
H -0.891 0.885 2.470
H 1.475 -1.035 2.491
H -0.244 -1.392 2.490
H 0.500 -0.734 3.945
H 2.626 2.999 2.734
H 2.406 1.843 1.467
H 3.156 0.979 4.320
H 4.326 1.417 3.079
H 3.278 0.031 2.824
C 7.412 1.758 -2.109
C 7.500 0.359 -1.505
N 6.926 0.258 -0.160
C 7.270 -0.994 0.525
C 6.745 -2.294 -0.073
C 5.533 0.685 -0.015
C 4.485 -0.010 -0.878
H 7.862 2.506 -1.446
H 7.953 1.787 -3.061
H 6.378 2.050 -2.314
H 8.567 0.105 -1.454
H 7.039 -0.354 -2.197
H 6.952 -0.932 1.573
H 8.365 -1.062 0.572
H 5.678 -2.424 0.116
H 7.255 -3.145 0.394
H 6.923 -2.361 -1.149
H 5.482 1.761 -0.222
H 5.233 0.602 1.037
H 4.800 -0.119 -1.919
H 3.562 0.580 -0.880
H 4.229 -0.996 -0.487
C -0.444 4.607 0.729
C 0.064 5.540 -0.367
N 0.967 6.588 0.118
C 1.214 7.644 -0.870
C 1.945 7.256 -2.151
C 2.146 6.137 0.858
C 3.099 5.176 0.156
H -0.918 5.170 1.541
H -1.193 3.922 0.316
H 0.359 3.995 1.149
H -0.821 6.014 -0.813
H 0.529 4.938 -1.156
H 1.756 8.469 -0.390
H 0.246 8.076 -1.153
H 3.011 7.096 -1.976
H 1.862 8.068 -2.881
H 1.527 6.358 -2.615
H 1.806 5.658 1.785
H 2.717 7.008 1.203
H 2.577 4.368 -0.364
H 3.761 4.710 0.895
H 3.740 5.694 -0.560
C -8.333 -7.374 -2.986
C -7.576 -6.228 -2.322
N -8.390 -5.028 -2.105
C -7.597 -3.847 -1.743
C -6.841 -3.881 -0.420
C -9.623 -5.210 -1.338
C -9.505 -5.790 0.067
H -8.794 -7.053 -3.927
H -7.642 -8.193 -3.215
H -9.113 -7.781 -2.336
H -6.741 -5.973 -2.988
H -7.134 -6.591 -1.387
H -8.242 -2.959 -1.759
H -6.867 -3.672 -2.545
H -7.512 -3.757 0.432
H -6.127 -3.052 -0.383
H -6.272 -4.805 -0.288
H -10.292 -5.858 -1.917
H -10.162 -4.255 -1.280
H -8.833 -6.651 0.113
H -10.490 -6.129 0.407
H -9.163 -5.042 0.785

[2]
A 2-piece molecular cluster, CH2N3O overall, computed with the ωB97M-V functional and the def2-TZVPD basis.

Calculated values
M ... 72.0 g/mol
Orbital gap (alpha / beta) ... 0.1983 / 0.1973 hartree
Total charge ... -1
Highest occupied orbital energy (alpha / beta) ... -3.15 / -3.14 eV
ΔE to the lowest compared entry with this formula, charge and spin ... 115.0 kJ/mol

Positions of all 7 atoms, in Å:
C -1.810 -0.177 0.282
N -2.396 -1.018 0.842
N -1.191 0.849 -0.241
N 1.905 -0.242 -0.362
O 2.989 0.085 0.303
H -0.527 0.608 -0.978
H 1.029 -0.105 0.154

Q: Which of these has the highest M?
A: C27H62ClN4O6S2